No. 1
Density functional theory data (the ωB97M-V functional and the def2-TZVPD basis) for a structure of composition C13H10CuN4O7Se.

```
36
Properties=species:S:1:pos:R:3:forces:R:3:mulliken_spin:R:1
Se 0.7918 -3.3665 -2.7827 -0.2085 0.0946 0.4170 -0.013
Cu 0.8833 -0.6287 -1.5166 0.2745 0.0533 0.2758 0.604
O 0.5595 -4.9168 -2.5330 0.0651 -0.1754 -0.0891 0.002
O -2.7922 2.9271 4.0948 -0.0791 -0.0545 -0.0852 0.000
O 0.9727 -2.8130 -4.2821 0.0897 0.1067 -0.2315 -0.001
O 1.0139 -0.0715 -3.6522 -0.0448 -0.0678 0.0799 0.046
O -2.9188 4.0410 2.2680 -0.0994 -0.0480 -0.0101 0.000
O -0.2235 -2.3787 -1.9525 -0.1364 -0.0412 0.0107 0.008
O 2.3633 -3.0261 -1.9677 -0.1402 -0.1011 -0.1533 0.025
N 3.6341 -1.2306 -1.3036 -0.0017 -0.0397 -0.0144 -0.033
N 0.5983 -0.9495 0.6049 0.0131 0.0583 -0.2116 0.022
N -2.5573 3.0791 2.9152 0.2040 0.1843 0.2124 0.000
N -0.2104 1.0317 -0.9618 -0.0980 -0.0089 -0.2531 0.039
C -0.1727 -0.0047 1.1649 -0.0447 -0.0429 0.1464 0.000
C -1.7379 2.0461 2.2425 0.0060 -0.1957 0.0983 0.000
C -0.5362 2.0065 -1.7862 -0.0394 0.0016 0.0242 -0.003
C -1.3720 1.0003 3.0195 -0.0687 0.1614 -0.1006 -0.001
C -0.5949 1.0940 0.3291 -0.0297 0.0478 0.0340 -0.013
C -1.3655 2.1495 0.8471 0.0243 -0.0602 -0.0330 -0.003
C -0.1649 -1.1706 3.2609 0.0172 -0.0135 -0.0370 -0.003
C 2.5080 -1.6921 -1.6278 0.1289 0.0262 0.0308 0.302
C 0.6016 -2.1388 2.6672 -0.0209 0.0101 0.0303 0.001
C -1.6943 3.1851 -0.0538 0.0160 0.0318 -0.1056 0.002
C 0.9672 -1.9876 1.3209 0.0202 0.0123 0.0161 0.001
C -1.2732 3.1112 -1.3581 -0.0289 0.0022 0.0747 0.000
C -0.5752 -0.0601 2.4994 0.0726 -0.0313 -0.0898 0.008
H -1.5173 3.8949 -2.0604 -0.0034 0.0066 0.0062 0.000
H 0.9316 -3.0109 3.2127 -0.0073 0.0029 0.0054 0.000
H 0.6143 -0.8840 -4.0300 0.0725 -0.0795 -0.0398 -0.012
H -0.2061 1.8978 -2.8116 0.0054 -0.0112 0.0043 -0.001
H 1.5763 -2.7287 0.8169 0.0017 0.0052 -0.0020 0.003
H -2.2737 4.0270 0.2823 0.0178 -0.0234 -0.0322 0.000
H 4.3690 -1.9419 -1.3775 0.0152 0.0298 0.0054 0.028
H -1.6889 0.9771 4.0517 -0.0168 0.0155 0.0119 0.000
H -0.4613 -1.2484 4.2993 0.0018 -0.0008 0.0039 0.000
H 1.9514 -0.2192 -3.8394 0.0217 0.1444 0.0007 -0.011
```
Forces are in eV/Å.

Output
ΔE to the lowest compared entry with this formula, charge and spin, kcal/mol: 0.00
Multiplicity: 2
<S²>: 0.75
LUMO level (alpha / beta), eV: -1.91 / -1.91

***

No. 2
Density functional theory data (the ωB97M-V functional and the def2-TZVPD basis) for a structure of composition C13H10FeN3O2Se3Te.

```
33
Properties=species:S:1:pos:R:3:forces:R:3:mulliken_spin:R:1
Te -1.7715 3.5017 3.4564 -0.0005 -0.0022 0.0007 1.083
Se -2.5373 2.0432 1.7008 0.0423 -0.0245 0.0036 0.365
Se 1.6265 1.8288 1.5997 0.0307 0.0129 0.0053 0.595
Se 1.3478 2.7684 3.5952 -0.0119 -0.0008 -0.0120 0.886
Fe -0.6549 0.5896 1.0858 -0.0772 0.0544 0.0179 2.085
O -0.9101 0.8688 -0.8204 0.0251 -0.0146 -0.0193 0.041
O -1.6299 2.1685 -2.9459 0.0009 -0.0010 0.0075 -0.002
N -0.4306 -0.5801 2.7364 0.0030 -0.0147 0.0190 -0.019
N 0.4224 -0.8126 0.3556 0.0025 -0.0141 -0.0154 -0.044
N 0.6584 -0.8074 -0.9778 0.0156 -0.0043 -0.0017 0.004
C -0.4635 -1.1323 5.0522 -0.0048 0.0076 0.0004 0.008
C -0.7774 1.3611 -3.5977 -0.0026 -0.0031 0.0026 0.003
C -0.8826 -0.3751 3.9727 0.0008 -0.0029 -0.0024 0.018
C -0.0906 0.1387 -1.5209 -0.0287 0.0071 0.0055 -0.013
C 0.9000 -1.7083 1.1382 -0.0007 -0.0041 0.0163 0.022
C 0.8489 -0.4231 -3.7463 0.0026 -0.0001 0.0012 -0.001
C 0.4608 -2.1425 4.8387 0.0028 -0.0039 -0.0045 0.007
C 0.9351 -2.3664 3.5578 0.0035 -0.0009 0.0073 -0.002
C 0.4738 -1.5669 2.5234 -0.0072 0.0072 -0.0154 -0.005
C -0.0113 0.3641 -2.9682 0.0091 -0.0021 -0.0097 -0.006
C -0.6640 1.5437 -4.9781 -0.0045 0.0017 -0.0018 -0.001
C 0.9542 -0.2383 -5.1056 -0.0022 0.0014 -0.0017 0.000
C 0.1884 0.7551 -5.7181 0.0040 -0.0024 0.0021 0.001
H 1.5462 -2.5038 0.7871 0.0001 0.0032 -0.0059 -0.003
H -1.6023 0.4243 4.0855 -0.0029 -0.0040 0.0018 -0.022
H 1.6596 -3.1421 3.3522 0.0003 0.0014 0.0000 0.000
H 0.8104 -2.7502 5.6627 -0.0007 0.0011 0.0010 0.000
H 1.6228 -0.8546 -5.6905 -0.0003 0.0006 -0.0008 0.000
H -1.6012 1.9264 -1.9982 0.0026 0.0040 -0.0034 0.002
H 0.2625 0.9117 -6.7869 -0.0001 0.0007 0.0004 0.000
H -0.8586 -0.9258 6.0361 0.0004 -0.0031 0.0008 -0.001
H 1.4308 -1.1833 -3.2447 -0.0013 0.0011 0.0021 0.000
H -1.2628 2.3186 -5.4372 -0.0006 -0.0016 -0.0015 0.000
```
Forces are in eV/Å.

Output
ΔE to the lowest compared entry with this formula, charge and spin, kcal/mol: 0.00
Multiplicity: 6
<S²>: 8.79
LUMO level (alpha / beta), eV: -1.03 / -2.12

***

No. 3
Density functional theory data (the ωB97M-V functional and the def2-TZVPD basis) for a structure of composition C13H10N6S.

```
30
Properties=species:S:1:pos:R:3:forces:R:3:nbo_charge:R:1
S 3.7340 -1.4338 0.7463 6.4008 -2.3344 -1.7232 0.576
N -4.2076 0.7605 0.6828 -8.6024 -3.0229 -3.2925 -0.273
N -2.4403 -0.2052 0.1750 16.7624 -2.0918 -3.1562 -0.311
N 0.0663 1.6138 -0.1729 -8.1736 7.4339 0.4374 -0.569
N 3.8334 0.3645 -1.0875 -1.8499 4.0991 -1.2463 -0.482
N 1.8993 1.9090 -1.4312 -4.8388 1.3944 3.9433 -0.521
N -3.2397 1.3607 1.0118 -2.7744 16.0222 10.0996 -0.259
C 1.4288 -0.7567 1.3875 -0.3474 1.2665 -2.5216 -0.234
C -4.1924 -1.2602 -0.6999 -8.4777 4.4301 3.6046 -0.117
C -3.5852 -0.0990 -0.0230 -16.4806 -8.8609 -4.8877 0.291
C 1.9699 0.2555 0.2238 -8.1959 -0.5433 6.6852 -0.217
C -2.1891 -1.9582 -1.4266 7.9775 0.0359 -0.0505 -0.232
C -2.1769 0.9524 0.8161 11.5617 -0.9632 -1.2737 0.223
C 3.0442 1.4921 -1.5322 9.5079 -1.3900 -6.5613 0.337
C -1.5791 -0.9381 -0.7775 -0.4686 0.3263 2.4921 -0.009
C -3.4938 -2.1346 -1.2680 -2.4053 -5.8205 -3.9157 -0.277
C 3.1245 -0.1971 -0.1091 4.5695 1.8166 -3.9318 -0.048
C 1.2890 1.3703 -0.2856 5.6782 -3.5480 -2.8399 0.435
C 2.3606 -1.7374 1.4282 -5.2319 -0.6043 5.3430 -0.508
C -0.8932 1.7140 1.0024 3.7301 -4.6162 3.7076 -0.223
H -0.0848 2.6176 -0.6518 0.2736 -3.0824 0.4526 0.410
H 2.3407 -2.4376 2.2641 -0.1401 -0.3053 -0.5186 0.250
H -0.5516 -0.6000 -0.5979 -0.3721 -0.8887 -0.8092 0.239
H -1.4754 -2.7335 -1.8687 -1.3450 1.3494 0.0625 0.244
H 3.5899 2.2518 -2.6943 -0.8792 -2.6836 3.6087 0.124
H 0.4392 -0.7793 1.9348 1.5343 -0.0443 -0.8404 0.223
H -5.4996 -1.3598 -0.5768 4.3553 0.4064 -0.4861 0.231
H -0.2592 0.8052 1.8289 -1.8153 3.5568 -1.8911 0.193
H -0.9476 2.7465 1.5492 -0.1134 -2.1173 -1.4096 0.273
H -3.9379 -2.9991 -1.8286 0.1606 0.7798 0.9187 0.229
```
Forces are in eV/Å.

Output
LUMO level, eV: 0.11

***

No. 4
Density functional theory data (the ωB97M-V functional and the def2-TZVPD basis) for a structure of composition C13H11AsN4O7PdS.

```
38
Properties=species:S:1:pos:R:3:forces:R:3:nbo_charge:R:1
Pd -0.3397 -0.0717 -0.0503 -0.2347 0.3791 1.2965 0.308
As -3.0754 -0.2901 -1.9452 0.3143 0.1086 0.1316 2.441
S -0.2226 -2.7296 -1.4344 0.1530 0.2731 -0.5372 2.400
O 0.5552 -0.0232 2.6749 -0.0630 0.0516 0.1326 -0.606
O -3.5616 -1.9808 -2.1771 -0.2223 -0.0375 -0.0725 -1.063
O 1.1604 -3.0993 -1.1713 0.0266 -0.1397 -0.0577 -1.028
O -1.0136 -2.4664 -0.2461 -0.2172 0.0170 0.3466 -1.011
O -3.9650 0.6361 -2.9866 0.0373 -0.2075 0.0379 -1.225
O -0.9124 -3.6079 -2.3770 0.0013 -0.0762 -0.0251 -1.035
O -3.0029 0.1494 -0.3552 -0.2058 -0.0812 -0.1857 -1.202
N 4.0113 1.7051 -0.3631 0.0668 -0.0721 -0.0405 -0.540
N 1.7120 3.6083 0.1560 -0.1759 0.0591 0.0890 -0.551
N 0.4062 2.0774 -0.7758 -0.0646 0.1794 -0.2929 -0.415
N 2.5297 0.0707 -0.2091 0.3107 -0.2836 0.0846 -0.379
C 0.2120 0.9717 -4.1500 -0.0552 -0.0031 0.0146 -0.249
C -0.1141 -1.1339 -2.3232 -0.2000 -0.1512 -0.3551 -0.257
C -1.2164 -0.3003 -2.6476 0.0296 -0.2477 0.0094 -0.433
C 2.6901 1.3558 -0.2967 -0.3203 0.4701 -0.0361 0.303
C -1.0231 0.7293 -3.5694 0.0986 0.0917 0.0851 -0.226
C 4.7264 0.5222 -0.3581 0.0493 -0.0266 0.0290 -0.141
C 3.7943 -0.4674 -0.2528 -0.2190 0.0687 -0.0530 -0.073
C 0.4491 4.1731 0.0224 0.0339 -0.0069 -0.0493 -0.132
C -0.2868 0.2528 1.9236 0.2024 -0.1704 -0.8357 0.349
C 1.1148 -0.9054 -2.9558 -0.0147 0.1260 0.1336 -0.248
C 1.2839 0.1487 -3.8345 0.0983 0.0040 -0.0353 -0.233
C 1.5979 2.3281 -0.3223 0.4555 -0.2614 0.0786 0.288
C -0.3254 3.2283 -0.5733 0.0407 -0.1545 0.0320 -0.056
H 2.3808 3.8838 0.8545 0.0384 0.0347 -0.0351 0.400
H -1.8872 1.3382 -3.8128 -0.0015 -0.0074 -0.0166 0.246
H 0.2407 5.1792 0.3423 -0.0017 -0.0067 0.0265 0.199
H -1.3659 3.2597 -0.8530 -0.0021 0.0315 0.0037 0.239
H 2.2548 0.3157 -4.2931 -0.0004 -0.0108 0.0187 0.181
H -2.8259 -2.5872 -1.9931 0.0459 0.0675 0.0574 0.508
H 3.9259 -1.5361 -0.2102 0.0454 0.0033 0.0157 0.224
H 0.3346 1.7874 -4.8557 -0.0122 0.0011 0.0006 0.183
H 1.9399 -1.5619 -2.7170 -0.0291 -0.0369 0.0116 0.234
H 4.3643 2.6084 -0.6214 -0.0054 0.0168 0.0102 0.403
H 5.8017 0.5063 -0.4061 -0.0028 -0.0018 -0.0178 0.197
```
Forces are in eV/Å.

Output
ΔE to the lowest compared entry with this formula, charge and spin, kcal/mol: 68.38
Net charge: -2
LUMO level, eV: 4.17

***

No. 5
Density functional theory data (the ωB97M-V functional and the def2-TZVPD basis) for a structure of composition C13H11Cl3N6O3Sn.

```
37
Properties=species:S:1:pos:R:3:forces:R:3:nbo_charge:R:1
Sn -0.5079 0.2693 -0.8593 0.0103 0.2657 -0.1259 1.440
Cl 5.2461 0.0446 4.4012 0.0332 0.0071 0.0128 0.262
Cl -0.0268 0.5845 4.3198 -0.0331 0.0044 0.0343 0.202
Cl 2.7678 -0.3762 -0.2419 0.0230 -0.0307 -0.0456 0.202
O 2.1725 2.3303 1.4911 -0.4696 0.0491 -0.2112 -0.647
O -1.6030 2.1723 -0.9675 0.0575 0.0004 -0.1464 -0.755
O 0.3592 0.1082 1.4967 -0.0547 -0.9245 0.0987 -0.499
N -2.2934 -0.4471 0.2143 0.0559 0.0570 0.2195 -0.739
N -4.6924 -0.6803 0.5867 0.0288 0.0588 0.0420 -0.616
N -0.9405 4.2393 -0.2476 -0.0160 -0.0154 -0.1069 -0.374
N 0.3275 2.2978 0.1333 -0.0228 -0.1609 -0.0151 -0.703
N -6.7414 -1.6438 0.5127 0.0136 -0.0026 0.0064 -0.734
N -4.9026 -2.9876 0.1794 -0.0007 0.0208 -0.0220 -0.764
C 3.8976 -0.1300 2.1370 -0.0422 -0.0705 -0.0922 -0.329
C 1.4507 0.3094 3.5757 0.0281 0.0913 -0.1201 0.022
C 1.2357 2.9500 0.9290 0.0714 -0.3196 0.0679 0.634
C 3.8248 0.0644 3.5288 -0.0191 0.0388 0.1119 0.185
C 2.6152 0.2845 4.2507 0.0157 -0.0227 -0.0212 -0.297
C 1.4115 0.0910 2.0828 0.1902 0.7790 -0.0760 0.508
C -2.1182 4.8753 -0.8530 -0.0063 -0.0266 0.0008 -0.405
C 1.0270 4.3684 1.0820 0.2112 0.0519 0.1574 -0.349
C 2.7521 -0.1137 1.4136 -0.0410 0.0185 0.1507 0.089
C -3.4374 -0.6144 0.3900 -0.0813 0.0234 -0.1807 0.656
C -0.0243 4.9516 0.4858 -0.0590 0.1085 0.0138 0.098
C -5.4256 -1.7830 0.4194 0.0042 -0.0550 0.0332 0.674
C -0.7516 2.9115 -0.3740 0.0612 0.0492 0.2206 0.768
H -3.9061 -3.1108 0.1400 0.0005 -0.0084 0.0003 0.421
H -3.0131 4.6200 -0.2898 -0.0030 -0.0037 -0.0009 0.228
H -5.4793 -3.8026 0.0559 -0.0030 0.0010 -0.0054 0.425
H -1.9704 5.9508 -0.8427 0.0074 -0.0039 0.0075 0.230
H -0.2253 6.0111 0.5600 0.0317 0.0055 0.0192 0.241
H 2.6545 0.4348 5.3202 0.0078 0.0065 -0.0008 0.282
H -7.3769 -2.4178 0.4240 -0.0013 -0.0007 0.0070 0.421
H -2.2276 4.5327 -1.8776 0.0016 0.0004 -0.0025 0.239
H 1.7205 4.9426 1.6767 0.0025 0.0010 -0.0260 0.261
H -7.1151 -0.7249 0.6820 -0.0025 0.0015 0.0019 0.438
H 4.8588 -0.2754 1.6655 -0.0002 0.0058 -0.0074 0.283
```
Forces are in eV/Å.

Output
ΔE to the lowest compared entry with this formula, charge and spin, kcal/mol: 0.00
Net charge: +2
LUMO level, eV: -9.03

***

No. 6
Density functional theory data (the ωB97M-V functional and the def2-TZVPD basis) for a structure of composition C13H11Cl41OSi2.

```
68
Properties=species:S:1:pos:R:3:forces:R:3:nbo_charge:R:1
Cl 8.7555 -11.3826 -0.0011 -0.0055 0.0151 -0.0049 0.061
Cl -7.9304 -4.7685 2.3401 0.0017 0.0109 -0.0037 0.062
Cl -3.1834 7.7778 1.0309 -0.0341 0.0647 0.1338 0.052
Cl 3.7510 1.3839 3.7189 -0.0161 -0.0151 -0.0029 0.055
Cl -0.0428 5.7211 -6.9099 0.0786 -0.0053 -0.0973 0.060
Cl -0.4548 7.3611 -9.2460 0.0009 -0.0132 0.0051 0.055
Cl -4.6497 -0.4150 -0.9473 0.0141 0.0395 -0.0358 0.049
Cl 7.6620 -8.9173 1.0299 0.0008 -0.0104 -0.0184 0.051
Cl -1.5831 3.8462 -2.5443 0.0864 0.0525 -0.1292 0.056
Cl 6.7697 -6.0247 -1.6626 -0.0237 0.0552 -0.0639 0.063
Cl 0.4480 5.7374 -3.3561 0.0137 -0.0025 0.0003 0.052
Cl 6.5169 -6.0453 3.1154 0.0024 0.0174 0.0047 0.050
Cl 0.0500 -0.3501 2.9371 -0.8914 -0.4899 0.5628 -0.062
Cl 5.0055 0.0583 1.4832 -0.0137 -0.0182 0.0260 0.047
Cl 9.9619 -8.8580 -0.7102 -0.0127 -0.0073 0.0032 0.058
Cl -1.7514 4.7915 -9.0357 0.0142 0.0122 0.0019 0.053
Cl -4.1474 -0.2017 -3.7865 -0.0338 -0.0093 0.0034 0.061
Cl 6.4382 -3.5673 4.5938 -0.0091 -0.0120 -0.0125 0.057
Cl -5.9662 -3.1317 1.0075 0.0131 -0.0085 0.0125 0.050
Cl 2.2172 0.7964 1.3438 0.9795 0.5190 -0.4394 0.066
Cl 3.0520 -1.3408 3.0796 0.1161 -0.1112 0.0963 0.062
Cl -2.2432 5.9938 -4.3544 -0.1007 0.0221 0.0947 0.062
Cl 3.9881 -4.9736 4.0076 0.0131 -0.0009 -0.0053 0.052
Cl 0.4388 -1.5632 -0.1697 -0.1430 -0.1100 -0.0117 0.064
Cl -1.6832 6.5272 -1.5666 0.0307 0.0651 -0.1893 0.051
Cl 7.3710 -9.5597 -1.7618 0.0124 -0.0542 -0.0087 0.060
Cl -4.4742 8.0620 3.5941 0.0000 -0.0140 -0.0082 0.063
Cl 4.2749 -5.1927 -2.8565 -0.0605 -0.3257 -0.2132 0.052
Cl 5.4401 -3.6645 1.8919 0.0644 -0.1057 -0.0529 0.064
Cl -8.7566 -2.4186 0.8826 0.0069 -0.0041 0.0057 0.060
Cl 1.1007 4.9398 -9.4441 -0.0032 0.0021 0.0082 0.056
Cl -7.3128 -2.1434 3.3637 0.0135 -0.0058 -0.0164 0.058
Cl 6.7841 -4.4379 -4.0824 -0.0467 -0.0204 0.1116 0.061
Cl -5.8879 6.8479 1.3894 0.0145 0.0041 0.0170 0.060
Cl -1.0540 -2.4490 -2.4933 0.1194 0.0088 0.0527 0.047
Cl -4.8082 2.1526 -2.2553 -0.0438 0.0440 0.0121 0.068
Cl 5.9130 -3.2698 -1.5782 0.2292 0.2311 0.0203 0.055
Cl 1.0571 -0.4863 -2.7643 -0.0420 0.0375 -0.0231 0.051
Cl 1.7079 -3.2204 -2.1442 0.0265 0.0112 -0.0048 0.058
Cl -3.7070 5.4451 2.6511 -0.0426 -0.0070 0.0077 0.057
Cl -2.2522 0.8627 -1.9048 0.0238 -0.1293 0.0117 0.060
Si -1.3712 1.7483 1.4114 0.0729 -0.1910 -0.2354 1.488
Si -0.2544 4.3941 1.9592 0.1837 0.2291 0.0716 1.222
O -0.7922 2.9052 2.4253 -0.2036 -0.0181 -0.1017 -1.254
C 8.4400 -9.6845 -0.3621 -0.0067 0.0452 0.0184 -0.228
C -4.3143 7.0335 2.1698 0.0002 -0.0330 -0.0454 -0.224
C -7.4940 -3.1162 1.9004 -0.0032 0.0202 -0.0126 -0.227
C 5.9514 -4.7380 -2.5531 -0.0756 0.0534 0.1351 -0.227
C -3.9696 0.6066 -2.2274 -0.0005 -0.1369 0.0589 -0.225
C 3.5036 0.2239 2.4094 -0.0566 0.1500 -0.1558 -0.222
C -0.2840 5.7035 -8.6571 -0.0061 -0.0076 -0.0161 -0.227
C -1.2632 5.5299 -2.9657 -0.0285 -0.0124 0.1816 -0.227
C 0.5329 -1.9313 -1.8906 -0.0883 -0.0416 -0.0283 -0.226
C -3.8838 -0.5967 3.2469 -0.1799 -0.2847 0.0097 -0.615
C 5.5977 -4.5618 3.3996 -0.0350 0.0473 0.0241 -0.226
C -1.5734 0.1444 2.3465 -0.5890 -0.0027 -0.0792 -0.667
C -2.6248 0.2567 3.4836 0.0372 0.0615 -0.0156 -0.423
H -2.9386 1.3099 3.5915 0.2155 -0.3042 0.1506 0.206
H -2.6957 2.1190 0.8534 0.0278 0.0964 0.1239 -0.208
H -1.8921 -0.6274 1.6263 0.1991 0.1539 0.2565 0.241
H -4.7179 -0.0217 2.8178 0.3121 -0.1142 0.0663 0.213
H -0.4099 1.5717 0.2938 -0.0277 0.0380 0.0102 -0.220
H -2.1381 -0.0343 4.4248 -0.1603 0.1275 -0.2873 0.231
H 1.1812 4.3245 1.6093 -0.0322 -0.0064 0.0178 -0.197
H -0.4609 5.3304 3.0795 0.0244 -0.0012 -0.0277 -0.191
H -3.6870 -1.4384 2.5632 -0.0115 0.2328 0.2531 0.206
H -4.2402 -1.0326 4.1921 0.0446 0.1774 -0.2824 0.218
H -1.0198 4.8327 0.7688 0.0338 -0.0112 0.0596 -0.208
```
Forces are in eV/Å.

Output
LUMO level, eV: 0.05

***

Number 1: DFT total energy -143916.924 eV. Number 2: DFT total energy -259928.288 eV. Number 3: DFT total energy -33405.755 eV. Number 4: DFT total energy -109106.179 eV. Number 5: DFT total energy -72127.395 eV. Number 6: DFT total energy -544880.126 eV.